{
  "formula": "C26H45AuClF3O3PS",
  "method": "ωB97M-V/def2-TZVPD",
  "e_tot_ev": -78323.65267,
  "multiplicity": 3,
  "charge": -1,
  "homo_lumo_gap_ha": [0.21422, 0.21503],
  "max_force_ev_per_a": 5.9,
  "homo_ev": [-3.20, -3.23],
  "species": ["Au", "Cl", "S", "P", "F", "F", "F", "O", "O", "O", "C", "C", "C", "C", "C", "C", "C", "C", "C", "C", "C", "C", "C", "C", "C", "C", "C", "C", "C", "C", "C", "C", "C", "C", "C", "C", "H", "H", "H", "H", "H", "H", "H", "H", "H", "H", "H", "H", "H", "H", "H", "H", "H", "H", "H", "H", "H", "H", "H", "H", "H", "H", "H", "H", "H", "H", "H", "H", "H", "H", "H", "H", "H", "H", "H", "H", "H", "H", "H", "H", "H"],
  "positions_angstrom": [[0.010, -0.089, 0.084], [1.060, -0.498, 2.032], [-2.866, 0.101, -1.303], [1.624, -0.528, -1.513], [-2.731, -2.645, -0.713], [-4.374, -1.571, 0.294], [-4.495, -2.012, -1.851], [-3.315, 0.179, -2.657], [-3.485, 1.100, -0.478], [-1.292, 0.277, -1.495], [-0.316, 2.921, 1.972], [4.897, 1.713, 0.027], [-0.628, 2.780, 0.446], [5.682, -0.623, -0.544], [0.279, -0.083, -3.992], [2.470, -2.863, -2.968], [-1.899, 0.136, 2.267], [2.715, 0.494, -3.917], [-3.680, -1.681, -0.852], [2.541, 1.468, -5.087], [3.626, 1.493, -0.810], [1.324, -5.107, -2.790], [-1.991, -1.196, 2.409], [0.092, 0.872, -5.183], [0.294, -3.038, -1.737], [0.241, 1.876, -0.248], [1.428, 0.401, -3.095], [-1.475, 1.086, 3.340], [4.413, -0.830, -1.371], [0.452, -4.565, -1.652], [3.260, -0.004, -0.798], [1.670, -2.360, -1.756], [2.672, -4.380, -2.858], [-1.495, 2.557, 2.886], [1.382, 1.037, -5.991], [6.064, 0.860, -0.480], [5.167, 2.774, 0.019], [1.163, 1.412, -2.752], [2.210, -2.679, -0.845], [2.954, -0.505, -4.315], [-2.299, -1.829, 1.577], [4.152, -1.895, -1.385], [-0.315, -2.673, -0.899], [-2.446, 2.767, 2.385], [2.816, 2.110, -0.412], [3.568, 0.803, -3.302], [3.475, 1.529, -5.660], [3.442, -2.360, -3.057], [2.343, 2.474, -4.691], [0.976, 2.229, -0.977], [4.678, 1.442, 1.069], [3.254, -4.601, -1.951], [4.608, -0.527, -2.411], [3.138, -0.288, 0.260], [-1.686, 2.529, 0.303], [-0.224, 1.853, -4.801], [0.797, -4.966, -3.744], [-0.718, 0.503, -5.822], [1.916, -2.645, -3.894], [-0.453, 3.751, -0.033], [6.940, 0.997, 0.165], [-1.455, 3.196, 3.781], [5.506, -1.002, 0.473], [-2.127, 0.961, 4.225], [0.501, -1.099, -4.359], [-0.449, 0.829, 3.653], [1.635, 0.079, -6.466], [0.557, 2.314, 2.222], [1.237, 1.763, -6.799], [0.917, -4.813, -0.688], [-1.755, -1.679, 3.354], [3.814, 1.828, -1.841], [-0.251, -2.777, -2.658], [-0.534, -5.041, -1.663], [6.501, -1.213, -0.969], [1.478, -6.185, -2.670], [-0.655, -0.156, -3.422], [6.352, 1.202, -1.483], [3.259, -4.741, -3.711], [-2.139, 0.601, 1.301], [-0.046, 3.973, 2.141]]
}

{
  "formula": "C23H32N4O3",
  "method": "ωB97M-V/def2-TZVPD",
  "e_tot_ev": -36453.80988,
  "homo_lumo_gap_ha": 0.28772,
  "max_force_ev_per_a": 18.8,
  "relative_energy_ev": 22.3310,
  "homo_ev": -7.54,
  "species": ["O", "O", "O", "N", "N", "N", "N", "C", "C", "C", "C", "C", "C", "C", "C", "C", "C", "C", "C", "C", "C", "C", "C", "C", "C", "C", "C", "C", "C", "C", "H", "H", "H", "H", "H", "H", "H", "H", "H", "H", "H", "H", "H", "H", "H", "H", "H", "H", "H", "H", "H", "H", "H", "H", "H", "H", "H", "H", "H", "H", "H", "H"],
  "positions_angstrom": [[-4.659, -3.700, -0.123], [-3.341, 2.883, 0.092], [-2.933, -2.369, 0.465], [0.828, 0.672, -0.861], [3.427, 0.098, 0.245], [-3.253, 0.459, 0.359], [-6.339, -1.387, -0.138], [4.860, -0.075, 0.016], [-4.660, 0.160, 0.089], [3.215, 1.134, -0.626], [-6.816, 0.014, 0.126], [1.093, -0.419, 0.211], [-5.794, 0.925, 0.024], [7.008, -1.169, -0.833], [5.687, 0.714, 1.180], [-4.972, -1.194, -0.029], [-8.410, 1.561, -0.094], [5.671, -0.435, -1.090], [1.679, 1.733, -0.282], [-3.801, -4.669, 0.164], [-0.530, 1.147, -0.766], [-8.074, 0.232, -0.101], [-6.122, 2.280, 0.041], [-2.734, 1.924, 0.366], [7.824, 0.147, 0.011], [2.659, -0.817, -0.241], [-4.107, -2.423, 0.205], [-1.157, 1.405, 0.400], [-7.277, 2.661, -0.139], [6.982, 0.190, 1.475], [4.941, -1.279, 0.956], [-9.354, 1.961, -0.002], [8.752, -0.481, 0.237], [7.943, 1.138, -0.447], [-3.273, -4.751, 1.010], [-6.883, -2.194, -0.100], [-8.938, -0.345, -0.314], [-0.571, 1.723, -1.528], [7.539, -1.123, -1.956], [-0.946, 0.111, -1.148], [2.775, -1.679, 0.501], [5.011, -1.122, -1.680], [-0.632, 2.418, 0.792], [7.652, 0.982, 1.990], [6.982, -0.839, 1.900], [5.095, 0.887, 1.925], [-2.823, -0.249, 0.505], [0.376, -1.270, -0.249], [3.734, 2.176, -0.203], [6.938, -1.936, -0.067], [0.916, -0.144, 1.325], [-7.669, 3.574, -0.115], [5.732, 1.824, 0.544], [1.468, 2.485, -1.010], [-0.932, 0.981, 1.218], [-5.318, 2.965, 0.293], [2.572, -1.167, -1.064], [-4.355, -5.536, -0.045], [3.167, 1.008, -1.720], [1.571, 2.125, 0.579], [5.530, 0.618, -1.524], [-2.952, -4.547, -0.750]]
}

- What is the formula in the second record?
  C23H32N4O3

- Number 1 is which compound?
  C26H45AuClF3O3PS